No. 1
23
Properties=species:S:1:pos:R:3:nbo_charge:R:1 method="wB97M-V/def2-TZVPD" mol_weight_g_mol=225.679 fmax_ev_per_a=0.9 homo_lumo_gap_ev=7.401 total_energy_ha=-2522.23816 e_homo_ev=-3.87 lumo_energy_ev=3.5 total_charge=-1 de_lowest_ev=0.0000
C 2.414 -1.447 -0.154 -0.598
C 2.441 0.018 -0.656 -0.787
B 1.818 0.934 0.488 0.577
O 2.673 1.069 1.597 -0.941
Ga -0.077 1.883 0.491 0.464
C -1.404 0.844 -0.727 -0.853
C -2.436 0.064 0.115 -0.501
C -2.690 -1.366 -0.305 0.978
F -2.442 -1.637 -1.605 -0.340
F -1.948 -2.255 0.405 -0.349
F -3.988 -1.743 -0.098 -0.359
H 3.097 -2.073 -0.737 0.189
H 1.411 -1.872 -0.268 0.204
H 2.689 -1.502 0.903 0.201
H 1.883 0.085 -1.594 0.206
H 3.487 0.322 -0.816 0.202
H 2.120 1.047 2.385 0.491
H -0.007 3.438 0.072 -0.301
H -0.706 1.809 2.001 -0.337
H -1.929 1.599 -1.320 0.199
H -0.863 0.188 -1.411 0.205
H -2.139 0.026 1.169 0.234
H -3.406 0.566 0.066 0.217

No. 2
11
Properties=species:S:1:pos:R:3:nbo_charge:R:1 method="wB97M-V/def2-TZVPD" mol_weight_g_mol=103.146 fmax_ev_per_a=2.7 homo_lumo_gap_ev=10.034 total_energy_ha=-645.39661 e_homo_ev=-9.33 lumo_energy_ev=0.7 de_lowest_ev=3.1313
C 0.054 -0.332 -0.942 0.181
C 1.034 0.488 -0.083 -0.142
C -1.478 0.346 0.499 0.086
N -1.119 -0.417 -0.540 -0.447
O 0.281 1.198 0.814 -0.629
S -2.179 -0.344 1.979 0.059
H 0.309 -0.755 -1.938 0.195
H 1.838 -0.180 0.250 0.178
H 1.411 1.186 -0.814 0.181
H -2.163 1.184 0.314 0.220
H -1.262 -1.123 2.392 0.118

No. 3
12
Properties=species:S:1:pos:R:3:nbo_charge:R:1 method="wB97M-V/def2-TZVPD" mol_weight_g_mol=82.102 fmax_ev_per_a=0.4 homo_lumo_gap_ev="7.546 / 7.545" total_energy_ha=-269.14752 e_homo_ev="-7.56 / -7.56" lumo_energy_ev="0.0 / 0.0" de_lowest_ev=5.4074
O 1.189 0.214 1.318 -0.617
C -0.064 0.066 1.082 0.415
C -0.321 -1.028 0.010 -0.475
C 0.566 -0.427 -1.083 -0.598
C 0.033 0.850 -1.143 0.095
C -0.566 1.684 -0.418 -0.414
H -0.734 0.361 1.888 0.201
H -1.389 -1.092 -0.228 0.213
H 0.017 -1.999 0.401 0.218
H 1.542 -0.014 0.338 0.478
H 1.134 -0.961 -1.831 0.248
H -1.408 2.346 -0.334 0.237

No. 4
221
Properties=species:S:1:pos:R:3:mulliken_charge:R:1 method="wB97M-V/def2-TZVPD" mol_weight_g_mol=1188.772 fmax_ev_per_a=2.2 homo_lumo_gap_ev=8.799 total_energy_ha=-3909.71158 smiles=COC[C@H](C)N.COC[C@H](C)N.COC[C@H](C)N.COC[C@H](C)N.COC[C@H](C)N.COC[C@H](C)N.COC[C@H](C)N.COCCNCCOC.COCCNCCOC.COCCNCCOC.COCCNCCOC.CO e_homo_ev=-8.28 lumo_energy_ev=0.5
C 6.835 0.704 0.111 -0.794
O 6.639 -0.569 0.676 -0.293
C 6.355 -0.467 2.051 -1.289
C 5.872 -1.847 2.544 2.911
C 5.421 -1.927 4.026 -1.543
N 6.931 -2.835 2.339 -0.778
H 7.811 1.153 0.302 0.320
H 6.094 1.412 0.486 0.334
H 6.717 0.601 -0.968 0.237
H 7.277 -0.123 2.525 0.481
H 5.570 0.289 2.121 0.454
H 5.046 -2.106 1.881 -1.823
H 4.758 -2.781 4.161 0.313
H 4.895 -1.026 4.341 0.337
H 6.271 -2.040 4.699 0.412
H 7.751 -2.616 2.890 0.325
H 7.210 -2.616 1.390 0.332
C 1.090 3.693 -0.446 -0.326
O 0.483 4.704 0.348 -0.477
C -0.804 4.401 0.860 0.424
C -1.566 5.632 1.419 0.083
C -0.573 6.546 2.250 -1.044
N -2.747 5.196 2.131 -0.171
H 2.174 3.804 -0.461 0.208
H 0.752 3.776 -1.481 0.306
H 0.866 2.680 -0.108 0.101
H -1.440 3.905 0.123 -0.095
H -0.715 3.640 1.641 -0.245
H -1.875 6.271 0.591 0.528
H 0.284 6.918 1.690 0.463
H -0.351 5.997 3.164 0.094
H -1.168 7.419 2.524 0.114
H -3.200 6.020 2.511 0.008
H -2.457 4.657 2.943 -0.010
C 2.321 -4.342 -4.939 -0.220
O 0.934 -4.193 -5.001 -0.494
C 0.296 -3.595 -3.874 1.022
C -1.130 -3.234 -4.346 0.591
C -1.225 -2.114 -5.380 -1.293
N -2.003 -2.935 -3.275 0.173
H 2.620 -4.932 -4.069 -0.024
H 2.888 -3.410 -4.880 0.053
H 2.563 -4.892 -5.848 0.367
H 0.343 -4.291 -3.033 -0.545
H 0.936 -2.777 -3.535 -0.213
H -1.487 -4.185 -4.748 0.386
H -2.233 -1.993 -5.778 0.358
H -0.505 -2.273 -6.185 0.486
H -0.948 -1.126 -5.012 -0.157
H -2.796 -2.413 -3.628 -0.157
H -1.483 -2.160 -2.863 -0.684
C -6.686 0.962 -0.950 -1.079
O -5.336 0.704 -1.339 0.027
C -4.689 1.898 -1.808 -1.411
C -3.212 1.637 -2.239 2.034
C -2.501 2.893 -2.757 -1.613
N -3.146 0.612 -3.285 -0.316
H -6.903 0.140 -0.267 0.287
H -7.368 0.914 -1.800 0.237
H -6.740 1.886 -0.374 0.494
H -5.211 2.397 -2.626 0.313
H -4.549 2.558 -0.949 0.482
H -2.683 1.331 -1.334 -0.808
H -2.807 3.130 -3.776 0.490
H -1.421 2.755 -2.706 0.103
H -2.694 3.803 -2.186 0.422
H -3.942 0.025 -3.063 -0.193
H -3.277 0.888 -4.248 0.287
C 3.104 -0.825 0.714 0.991
O 1.860 -0.190 0.320 0.309
C 1.476 -0.596 -0.985 -0.695
C -0.036 -0.304 -1.153 2.126
C -0.870 -1.183 -0.250 -0.894
N -0.486 -0.502 -2.532 1.790
H 3.859 -0.828 -0.072 -0.327
H 2.960 -1.894 0.879 -0.471
H 3.458 -0.339 1.622 -0.093
H 2.043 -0.033 -1.730 0.017
H 1.654 -1.667 -1.102 -0.203
H -0.240 0.748 -0.939 -0.206
H -1.899 -0.832 -0.164 -0.832
H -0.484 -1.227 0.770 0.629
H -0.876 -2.218 -0.594 0.079
H -1.454 -0.212 -2.617 -0.270
H 0.037 0.023 -3.221 -1.261
C 0.864 -3.243 2.046 -0.343
O 1.310 -4.478 2.572 -0.256
C 2.511 -4.342 3.320 0.297
C 3.078 -5.710 3.568 1.227
C 2.197 -6.471 4.532 -1.495
N 4.426 -5.597 4.071 -0.768
H -0.044 -3.445 1.478 0.159
H 1.506 -2.848 1.253 -0.105
H 0.802 -2.459 2.802 0.439
H 3.176 -3.727 2.707 -0.714
H 2.381 -3.852 4.287 0.329
H 3.129 -6.221 2.604 -0.179
H 1.195 -6.638 4.139 0.228
H 2.115 -5.905 5.461 0.347
H 2.711 -7.403 4.767 0.432
H 4.833 -6.525 4.071 0.327
H 5.022 -5.170 3.371 0.169
C 2.298 -0.229 -5.071 -0.797
O 1.455 0.781 -4.416 0.227
C 0.555 1.477 -5.272 -0.601
C 1.238 2.572 -6.104 0.551
C 1.688 3.754 -5.215 -1.262
N 0.347 3.141 -7.140 -0.743
H 3.069 -0.539 -4.367 -0.041
H 2.835 0.060 -5.976 0.486
H 1.674 -1.083 -5.338 0.010
H -0.017 0.775 -5.881 0.421
H -0.149 2.032 -4.650 -0.262
H 2.094 2.086 -6.577 0.359
H 2.239 4.500 -5.789 0.459
H 2.323 3.457 -4.380 0.085
H 0.881 4.313 -4.739 0.347
H 0.894 3.806 -7.671 0.283
H 0.203 2.352 -7.759 0.296
C -3.954 -0.087 1.965 -0.256
O -4.473 0.698 3.033 -0.547
C -4.708 2.014 2.605 0.618
C -5.183 2.952 3.756 -0.576
N -5.373 4.298 3.254 -0.387
C -5.713 5.221 4.340 -0.634
C -5.591 6.644 3.955 -0.818
O -4.255 7.030 3.648 -0.156
C -4.137 8.342 3.109 -0.866
H -4.697 -0.275 1.189 0.122
H -3.685 -1.077 2.337 0.291
H -3.005 0.307 1.595 0.202
H -5.407 2.057 1.766 -0.040
H -3.771 2.398 2.194 -0.179
H -4.416 2.942 4.535 -0.078
H -6.116 2.618 4.211 0.532
H -4.467 4.556 2.881 0.396
H -5.095 5.044 5.224 0.182
H -6.745 4.989 4.607 0.468
H -5.924 7.283 4.775 0.419
H -6.213 6.800 3.072 0.427
H -3.090 8.566 2.911 0.269
H -4.609 8.938 3.892 0.333
H -4.691 8.476 2.178 0.272
C 1.697 -6.969 -1.923 -0.653
O 2.810 -6.186 -1.761 -0.467
C 2.839 -5.551 -0.502 -0.281
C 4.102 -4.699 -0.417 -0.336
N 3.960 -3.611 -1.371 0.815
C 5.180 -2.811 -1.344 0.067
C 5.304 -1.866 -2.539 0.192
O 5.177 -2.455 -3.831 -0.243
C 6.243 -3.285 -4.118 -0.843
H 1.455 -7.581 -1.053 0.416
H 1.745 -7.622 -2.796 0.268
H 0.855 -6.322 -2.183 0.092
H 2.796 -6.252 0.335 0.425
H 1.943 -4.947 -0.333 -0.249
H 4.952 -5.380 -0.509 0.387
H 4.175 -4.310 0.601 0.127
H 3.934 -4.065 -2.276 -0.078
H 6.029 -3.498 -1.410 0.613
H 5.319 -2.343 -0.370 -0.720
H 6.229 -1.296 -2.424 0.452
H 4.524 -1.106 -2.471 -0.861
H 6.197 -3.602 -5.161 0.281
H 6.209 -4.229 -3.568 0.301
H 7.256 -2.891 -4.019 0.349
C 0.642 1.009 2.932 -0.358
O 0.269 1.928 3.976 -0.574
C -1.124 1.887 4.231 0.345
C -1.642 2.884 5.312 -1.677
N -1.684 4.292 4.856 0.378
C -2.132 5.162 5.964 -0.659
C -1.688 6.616 5.759 -0.492
O -0.302 6.759 6.027 -0.407
C 0.125 8.113 6.058 -0.728
H 0.219 1.237 1.952 0.165
H 0.360 -0.014 3.187 0.376
H 1.715 0.944 2.755 -0.015
H -1.434 0.863 4.446 0.538
H -1.577 2.155 3.273 -0.376
H -0.909 2.846 6.123 0.512
H -2.538 2.537 5.826 0.642
H -0.714 4.528 4.690 0.180
H -1.884 4.766 6.950 0.527
H -3.222 5.194 5.931 -0.149
H -2.221 7.257 6.465 0.778
H -1.988 6.954 4.767 0.065
H -0.419 8.622 6.858 0.322
H -0.139 8.534 5.087 0.248
H 1.172 8.181 6.348 0.245
C -5.791 -2.143 -4.588 -1.142
O -5.075 -2.156 -3.359 0.005
C -5.899 -2.495 -2.247 -1.298
C -4.929 -2.699 -1.103 0.198
N -4.145 -3.911 -1.266 -0.408
C -3.424 -4.187 -0.043 -0.175
C -2.501 -5.352 -0.162 -0.175
O -1.821 -5.569 1.066 -0.401
C -0.696 -6.442 0.896 -0.268
H -5.392 -1.515 -5.382 0.304
H -6.797 -1.757 -4.396 0.381
H -6.093 -3.153 -4.875 0.355
H -6.517 -3.375 -2.431 0.564
H -6.583 -1.685 -1.987 0.292
H -5.544 -2.784 -0.204 0.613
H -4.296 -1.831 -0.908 -0.201
H -3.431 -3.657 -1.938 0.549
H -4.103 -4.240 0.809 0.475
H -2.725 -3.386 0.220 -0.293
H -1.860 -5.183 -1.029 -0.140
H -3.026 -6.294 -0.339 0.459
H -0.106 -6.071 0.057 0.098
H -1.043 -7.445 0.635 0.477
H -0.156 -6.606 1.826 -0.068
C 4.087 2.049 -2.365 1.013
O 5.190 2.939 -2.542 -0.626
H 4.438 1.199 -1.776 -0.331
H 3.331 2.460 -1.693 -0.141
H 3.652 1.761 -3.320 -0.286
H 5.677 3.147 -1.742 0.330